2 unconnected molecules or ions with the total composition C4H12 at a distorted geometry, computed with ωB97M-V/def2-TZVPD.

Calculated values
LUMO energy = 1.08 eV
SMILES = CC.CC
Energy above the lowest of the compared OMol25 structures with the same formula, charge and spin = 28.4 kcal per mole

Each atom is followed by the atoms it is bonded to, with distances in Å.
Geometry (Å):
1 C -0.39 1.57 0.50  C2 1.526, H3 1.098, H4 1.204, H5 1.146
2 C -1.25 2.72 1.03  C1 1.526, H6 1.147, H7 1.127, H8 1.140
3 H -0.37 0.88 1.35  C1 1.098
4 H -0.89 1.19 -0.53  C1 1.204
5 H 0.66 2.01 0.36  C1 1.146
6 H -1.96 3.13 0.24  C2 1.147
7 H -0.52 3.51 1.36  C2 1.127
8 H -1.90 2.35 1.89  C2 1.140
9 C 1.04 -1.93 -0.03  C10 1.526, H11 1.180, H12 1.146, H13 1.138
10 C 0.65 -2.37 -1.44  C9 1.526, H14 1.078, H15 1.113, H16 1.193
11 H 2.21 -1.89 0.02  C9 1.180
12 H 0.58 -0.94 0.34  C9 1.146
13 H 0.63 -2.78 0.61  C9 1.138
14 H 0.79 -1.60 -2.18  C10 1.078
15 H 1.22 -3.23 -1.86  C10 1.113
16 H -0.49 -2.63 -1.66  C10 1.193

Results of the Mulliken charge analysis, in e, for atoms 1 through 6:
1. C -0.6006
2. C -0.7696
3. H 0.2064
4. H 0.2325
5. H 0.2214
6. H 0.2160